A structure of composition C2H8NOPS, computed with ωB97M-V/def2-TZVPD.

Energy relative to the best compared isomer or geometry (same formula, charge and spin) in eV: 5.733
HOMO energy in Eh: -0.28679
Calculated total energy in eV: -25862.062
E_LUMO in eV: 0.26
Max |F| in Eh/bohr: 0.058

Each line ends with the natural charge from an NBO analysis.
Cartesian coordinates (Å):
C: 1.0473 1.8564 -0.9800  -0.78
C: -0.3514 -0.8222 0.9059  -0.27
N: 0.8639 -1.4233 1.1194  -0.81
O: -1.5295 1.1076 -0.5202  -0.99
P: -1.2200 -1.1727 -0.6079  0.38
S: -0.2483 1.3589 0.3455  0.83
H: 0.9983 2.8886 -1.2466  0.23
H: 0.5728 1.2815 -1.8022  0.24
H: 2.0727 1.6050 -0.8043  0.22
H: -0.9723 -0.5350 1.7929  0.23
H: 1.4257 -1.0839 1.8993  0.40
H: 1.2896 -1.6162 0.1992  0.39
H: -2.6015 -0.9347 -0.0481  0.01
H: -1.3473 -2.5100 -0.2529  -0.06

Forces on the atoms, in the same order (eV/Å):
-1.995 -1.836 -0.127
0.724 2.103 1.315
-0.348 -0.297 -0.606
1.248 1.017 0.666
-2.940 0.269 -0.513
-0.543 0.278 -0.814
-0.421 0.838 0.305
0.797 0.262 0.135
0.465 -0.509 0.364
0.876 -0.478 -0.662
-0.054 -0.298 -0.684
0.440 0.081 1.290
1.489 -0.426 -0.994
0.262 -1.005 0.324

***

The ion C2H8NS with charge +1, computed with ωB97M-V/def2-TZVPD.

Energy relative to the best compared isomer or geometry (same formula, charge and spin) in eV: 1.431
HOMO energy in Eh: -0.48618
SMILES: [NH3+]CCS
Calculated total energy in eV: -14520.742
Charge: +1
E_LUMO in eV: -3.94
Max |F| in Eh/bohr: 0.083

Each line ends with the natural charge from an NBO analysis.
Cartesian coordinates (Å):
N: 1.3925 -0.2446 0.6589  -0.68
C: 0.4317 -0.1079 -0.5639  -0.23
C: -0.8732 0.5852 -0.1717  -0.63
S: -1.8330 -0.7868 0.4381  -0.02
H: 1.3198 -1.1887 0.9890  0.45
H: 1.2871 0.4993 1.3777  0.45
H: 2.3199 -0.0598 0.4343  0.44
H: 1.1183 0.4981 -1.3810  0.24
H: 0.2136 -1.1317 -0.9806  0.27
H: -1.3188 0.9309 -1.0924  0.27
H: -1.2060 1.4431 0.5438  0.29
H: -2.8519 -0.4371 -0.2522  0.15

Forces on the atoms, in the same order (eV/Å):
-1.969 0.815 -0.040
2.802 2.718 -1.674
-1.117 0.569 0.266
-0.122 -1.216 1.325
-0.015 -0.473 0.986
-0.974 -0.894 -0.124
2.387 -0.181 -1.274
-1.944 -1.392 2.041
0.374 1.171 0.650
-0.027 -0.138 -0.485
2.375 -1.042 -0.940
-1.769 0.064 -0.731

***

A cluster of 2 separate species, C2H8NS in total, computed with ωB97M-V/def2-TZVPD.

Energy relative to the best compared isomer or geometry (same formula, charge and spin) in eV: 5.453
HOMO energy in Eh: -0.51582
Calculated total energy in eV: -14516.720
Charge: +1
E_LUMO in eV: -8.65
Max |F| in Eh/bohr: 0.088

Each line ends with the natural charge from an NBO analysis.
Cartesian coordinates (Å):
C: 0.6829 0.0544 -0.1704  -0.59
C: 0.2097 1.2955 0.3509  0.05
S: 2.6959 -0.4137 -0.8012  0.21
N: -1.9384 -0.6404 0.0838  -1.08
H: 0.2995 -0.2464 -1.1727  0.31
H: 0.6445 -0.7149 0.5835  0.29
H: 0.2497 2.2742 -0.2366  0.26
H: 0.2839 1.4095 1.5122  0.25
H: 3.3729 -1.3745 -0.2192  0.16
H: -2.5315 -0.9608 0.8686  0.41
H: -2.3554 -0.9909 -0.8224  0.40
H: -1.6137 0.3080 0.0234  0.33

Forces on the atoms, in the same order (eV/Å):
-0.087 -0.746 -0.385
4.165 1.196 1.270
-0.954 2.606 -1.542
-0.877 -2.453 -1.075
0.328 0.387 0.756
-0.368 -0.519 0.008
-1.068 -1.550 0.517
-0.798 -0.157 -2.196
-0.438 -0.998 1.558
0.522 1.038 -0.691
0.550 0.966 1.503
-0.976 0.231 0.275

***

A cluster of 2 separate species, C2H8O2 in total, computed with ωB97M-V/def2-TZVPD.

Energy relative to the best compared isomer or geometry (same formula, charge and spin) in eV: 1.331
HOMO energy in Eh: -0.37725
SMILES: CO.CO
Calculated total energy in eV: -6297.079
E_LUMO in eV: 0.83
Max |F| in Eh/bohr: 0.059

Each line ends with the natural charge from an NBO analysis.
Cartesian coordinates (Å):
C: -2.1412 3.1009 -2.5717  -0.25
O: -1.5824 1.8544 -2.8248  -0.70
H: -1.8947 3.8387 -3.3241  0.16
H: -3.2383 3.0965 -2.5762  0.19
H: -1.6342 3.6324 -1.6340  0.15
H: -0.6932 2.0692 -3.0335  0.46
C: 2.0504 -2.8252 2.9862  -0.24
O: 1.2960 -3.7244 2.1714  -0.74
H: 1.8155 -1.8039 2.6721  0.17
H: 1.9348 -2.8870 4.0677  0.18
H: 3.1123 -3.0491 2.7544  0.16
H: 0.9749 -3.3026 1.3126  0.48

Forces on the atoms, in the same order (eV/Å):
0.618 2.459 1.645
-0.956 -0.493 0.123
0.140 0.059 -0.774
0.388 -0.399 0.618
-1.560 -1.313 -1.242
1.372 -0.314 -0.370
0.991 0.398 -1.676
-1.175 0.220 -0.919
0.261 0.062 0.295
-0.650 -0.568 -0.163
-0.322 0.471 0.352
0.894 -0.582 2.110

***

A cluster of 2 separate species, C2H8O2 in total, computed with ωB97M-V/def2-TZVPD.

Energy relative to the best compared isomer or geometry (same formula, charge and spin) in eV: 1.911
HOMO energy in Eh: -0.37245
SMILES: CO.CO
Calculated total energy in eV: -6296.499
E_LUMO in eV: 0.91
Max |F| in Eh/bohr: 0.064

Each line ends with the natural charge from an NBO analysis.
Cartesian coordinates (Å):
C: 1.2231 0.3736 0.3458  -0.24
O: 1.7565 -0.6958 -0.3841  -0.73
H: 0.3019 0.6609 -0.1301  0.18
H: 1.0461 0.0834 1.4033  0.17
H: 1.8688 1.2728 0.3121  0.14
H: 2.6145 -0.8446 -0.0068  0.46
C: -1.5819 0.1965 -0.2713  -0.29
O: -1.0995 -0.9619 0.4681  -0.71
H: -2.0187 0.8349 0.6127  0.20
H: -0.8943 0.8067 -0.9425  0.17
H: -2.3336 -0.1259 -1.1270  0.17
H: -0.8829 -1.6005 -0.2801  0.47

Forces on the atoms, in the same order (eV/Å):
0.434 1.063 0.939
-0.019 -0.260 -0.451
0.892 0.027 0.578
-0.022 0.332 -0.561
0.075 -0.370 0.092
0.635 -0.437 -0.007
-2.566 0.164 -0.180
0.050 -0.213 -3.308
0.506 -0.806 -2.345
-0.566 -0.821 1.217
0.664 0.514 2.236
-0.084 0.808 1.790

***

A cluster of 2 separate species, C2H8O2 in total, computed with ωB97M-V/def2-TZVPD.

Energy relative to the best compared isomer or geometry (same formula, charge and spin) in eV: 0.614
HOMO energy in Eh: -0.36107
SMILES: CO.CO
Calculated total energy in eV: -6297.796
E_LUMO in eV: 0.78
Max |F| in Eh/bohr: 0.013

Each line ends with the natural charge from an NBO analysis.
Cartesian coordinates (Å):
C: -2.0972 0.8647 0.4695  -0.24
O: -1.3168 -0.1037 1.1204  -0.75
H: -3.1311 0.7397 0.7793  0.17
H: -1.8243 1.8863 0.7630  0.15
H: -2.0331 0.8194 -0.6224  0.16
H: -0.4964 -0.2686 0.6342  0.49
C: 2.1530 -0.5204 -0.4741  -0.25
O: 0.7625 -0.5490 -0.7633  -0.74
H: 2.7578 -0.9263 -1.2899  0.17
H: 2.4064 0.5292 -0.2819  0.19
H: 2.3965 -1.0241 0.4705  0.17
H: 0.4226 -1.4474 -0.8054  0.48

Forces on the atoms, in the same order (eV/Å):
0.021 0.571 -0.099
0.063 -0.429 0.276
-0.123 -0.200 -0.074
0.165 -0.042 0.012
-0.037 -0.172 0.052
-0.142 0.408 -0.120
0.173 0.274 0.598
-0.195 0.097 0.020
-0.071 0.094 0.082
-0.031 -0.207 -0.406
-0.111 -0.242 -0.246
0.288 -0.153 -0.096

***

- Which value of calculated total energy does entry 2 give?
  -14520.742 eV

***

Repeat the fourth record exactly.
A cluster of 2 separate species, C2H8O2 in total, computed with ωB97M-V/def2-TZVPD.

Energy relative to the best compared isomer or geometry (same formula, charge and spin) in eV: 1.331
HOMO energy in Eh: -0.37725
SMILES: CO.CO
Calculated total energy in eV: -6297.079
E_LUMO in eV: 0.83
Max |F| in Eh/bohr: 0.059

Each line ends with the natural charge from an NBO analysis.
Cartesian coordinates (Å):
C: -2.1412 3.1009 -2.5717  -0.25
O: -1.5824 1.8544 -2.8248  -0.70
H: -1.8947 3.8387 -3.3241  0.16
H: -3.2383 3.0965 -2.5762  0.19
H: -1.6342 3.6324 -1.6340  0.15
H: -0.6932 2.0692 -3.0335  0.46
C: 2.0504 -2.8252 2.9862  -0.24
O: 1.2960 -3.7244 2.1714  -0.74
H: 1.8155 -1.8039 2.6721  0.17
H: 1.9348 -2.8870 4.0677  0.18
H: 3.1123 -3.0491 2.7544  0.16
H: 0.9749 -3.3026 1.3126  0.48

Forces on the atoms, in the same order (eV/Å):
0.618 2.459 1.645
-0.956 -0.493 0.123
0.140 0.059 -0.774
0.388 -0.399 0.618
-1.560 -1.313 -1.242
1.372 -0.314 -0.370
0.991 0.398 -1.676
-1.175 0.220 -0.919
0.261 0.062 0.295
-0.650 -0.568 -0.163
-0.322 0.471 0.352
0.894 -0.582 2.110